(1)
This record from the Open Molecules 2025 dataset describes the molecule C4H8F2N2S in a non-equilibrium geometry. The level of theory is ωB97M-V with the def2-TZVPD basis set.

Each line ends with the Mulliken charge.
Geometry (Å):
1 C 1.075 1.047 0.954  -1.150
2 C 0.273 1.090 -0.304  -0.481
3 C 2.519 0.632 0.581  0.794
4 C -0.472 -1.298 0.042  -0.876
5 N -0.063 -0.224 -2.120  -1.029
6 N 0.109 -0.263 -0.847  0.666
7 F 3.071 1.594 -0.187  -0.267
8 F 3.206 0.624 1.728  -0.273
9 S 2.419 -0.999 -0.142  -0.228
10 H 1.061 1.992 1.374  0.511
11 H 0.547 0.396 1.598  0.281
12 H -0.562 1.729 -0.115  0.327
13 H 0.697 1.696 -1.010  0.451
14 H 0.079 -1.170 0.918  0.350
15 H -1.584 -1.299 -0.066  0.355
16 H -0.280 -2.297 -0.186  0.345
17 H -0.574 -1.041 -2.443  0.224

***

(2)
This record from the Open Molecules 2025 dataset describes a structure of composition C4H8F6LiN3O14S7 in a non-equilibrium geometry. The level of theory is ωB97M-V with the def2-TZVPD basis set.

## Properties
**Net charge**: -2

Each line ends with the Mulliken charge.
Geometry (Å):
1 Li 15.224 10.965 5.009  1.208
2 N 12.918 13.635 8.002  -0.368
3 S 14.314 13.654 7.184  0.842
4 O 14.757 12.378 6.706  -0.295
5 O 15.276 14.631 7.573  -0.555
6 F 13.636 14.272 5.886  -0.297
7 S 13.377 13.435 9.538  1.092
8 O 12.958 14.532 10.345  -0.654
9 O 14.593 12.726 9.770  -0.546
10 F 12.289 12.327 9.971  -0.303
11 N 16.150 11.403 1.814  -0.335
12 S 17.488 11.027 2.646  0.948
13 O 17.257 10.644 4.011  -0.405
14 O 18.611 11.850 2.396  -0.604
15 F 17.852 9.697 1.876  -0.304
16 S 15.913 12.885 2.346  1.082
17 O 16.692 13.912 1.723  -0.618
18 O 15.652 13.048 3.748  -0.527
19 F 14.490 13.107 1.664  -0.297
20 N 13.674 10.494 3.746  -0.136
21 S 12.197 11.242 4.021  1.019
22 O 11.825 11.374 5.393  -0.546
23 O 11.271 11.012 2.977  -0.609
24 F 12.731 12.699 3.734  -0.227
25 S 13.242 8.964 4.037  0.958
26 O 12.269 8.418 3.154  -0.628
27 O 13.304 8.558 5.403  -0.544
28 F 14.618 8.299 3.476  -0.311
29 C 18.589 9.569 7.745  -0.397
30 C 19.184 8.772 6.578  -0.682
31 C 18.050 8.174 5.746  -0.165
32 S 16.521 8.264 6.732  0.980
33 O 15.942 6.980 6.983  -0.755
34 O 15.779 9.405 6.278  -0.362
35 C 17.397 8.782 8.200  -0.914
36 H 18.230 10.488 7.270  0.171
37 H 19.295 9.844 8.523  0.408
38 H 19.888 7.989 6.882  0.275
39 H 19.800 9.384 5.917  0.358
40 H 18.172 7.150 5.386  0.434
41 H 17.955 8.691 4.790  -0.165
42 H 17.645 7.876 8.759  0.344
43 H 16.677 9.323 8.818  0.429

***

(3)
This record from the Open Molecules 2025 dataset describes a cluster of 2 separate species, C4H8FIOS in total in a non-equilibrium geometry. The level of theory is ωB97M-V with the def2-TZVPD basis set.

Each line ends with the Mulliken charge.
Geometry (Å):
1 C 0.227 1.042 1.171  -1.598
2 C 1.639 -0.297 -0.485  -1.527
3 C 0.232 0.348 -0.240  1.265
4 C -0.685 -0.820 -0.282  0.071
5 O -0.047 1.261 -1.249  -0.576
6 F -1.102 -1.102 -1.557  -0.150
7 S -0.701 -2.160 0.847  -0.099
8 I -3.588 0.455 -0.055  -0.388
9 H -0.755 0.952 1.496  0.436
10 H 0.963 0.592 1.779  0.411
11 H 0.525 2.062 0.976  0.409
12 H 1.641 -0.474 -1.539  0.407
13 H 1.832 -1.279 0.135  0.349
14 H 2.434 0.270 -0.197  0.412
15 H -0.848 1.898 -1.053  0.380
16 H -1.768 -2.749 0.253  0.198

***

(4)
This record from the Open Molecules 2025 dataset describes a cluster of 2 separate species, C4H8FN in total in a non-equilibrium geometry. The level of theory is ωB97M-V with the def2-TZVPD basis set.

Each line ends with the Mulliken charge.
Geometry (Å):
1 C 0.977 0.184 0.751  0.020
2 C 2.010 0.314 -0.318  -0.730
3 C 0.212 -1.538 2.365  -0.441
4 C -2.255 0.924 -1.530  -0.236
5 N 0.593 -0.672 1.463  -0.068
6 F -1.292 1.523 -2.354  -0.271
7 H 2.581 1.300 -0.263  0.245
8 H 2.765 -0.423 -0.053  0.292
9 H 1.610 0.130 -1.399  0.241
10 H -3.026 1.559 -1.385  0.240
11 H 0.998 -2.015 2.991  0.227
12 H -0.791 -1.977 2.309  0.217
13 H -2.635 0.014 -2.047  0.193
14 H -1.746 0.676 -0.530  0.072

***

It is found that the energy above the lowest of the compared OMol25 structures with the same formula, charge and spin values, taken in the order of the records, are 2.8; 0.0; 0.0; 78.6 kcal per mole.